# C17H19N5O5

One molecule with the formula C17H19N5O5 in a non-equilibrium geometry (the ωB97M-V functional and the def2-TZVPD basis, the OMol25 dataset).

Bonds (Å) are listed after each position.
Atoms and positions in Å:
1 C -7.7670 -0.9580 0.5366  H2 1.095, O3 1.408, H45 1.095, H46 1.089
2 H -7.6883 -0.6210 1.5750  C1 1.095
3 O -7.0269 -0.1329 -0.3319  C1 1.408, C4 1.357
4 C -5.6839 -0.0428 -0.1608  O3 1.357, C5 1.397, C9 1.392
5 C -5.0095 0.7883 -1.0579  C4 1.397, C6 1.378, H44 1.078
6 C -3.6435 0.9481 -0.9732  C5 1.378, C7 1.390, H43 1.080
7 C -2.9124 0.2919 0.0099  C6 1.390, C8 1.388, C12 1.503
8 C -3.5856 -0.5325 0.9003  C7 1.388, C9 1.383, H11 1.081
9 C -4.9560 -0.7055 0.8231  C4 1.392, C8 1.383, H10 1.078
10 H -5.4424 -1.3545 1.5335  C9 1.078
11 H -3.0327 -1.0494 1.6715  C8 1.081
12 C -1.4194 0.4399 0.1058  C7 1.503, N13 1.446, H41 1.099, H42 1.097
13 N -0.7833 -0.8388 -0.1217  C12 1.446, C14 1.344, H40 1.008
14 C 0.5352 -1.0755 -0.0157  N13 1.344, C15 1.376, C35 1.429
15 C 1.4935 -0.1402 0.3025  C14 1.376, C16 1.422, H39 1.076
16 C 2.8819 -0.4283 0.4138  C15 1.422, N17 1.338, C30 1.424
17 N 3.7408 0.5268 0.7888  C16 1.338, C18 1.438, H29 1.024
18 C 3.4797 1.9342 0.9307  N17 1.438, C19 1.535, H27 1.093, H28 1.091
19 C 3.4524 2.6572 -0.4230  C18 1.535, C20 1.527, H25 1.090, H26 1.091
20 C 4.8285 2.6312 -1.0848  C19 1.527, O21 1.412, H23 1.100, H24 1.098
21 O 5.7256 3.3495 -0.2652  C20 1.412, H22 0.962
22 H 6.6159 3.2615 -0.6184  O21 0.962
23 H 4.7635 3.0941 -2.0803  C20 1.100
24 H 5.1638 1.5929 -1.2097  C20 1.098
25 H 3.1655 3.6959 -0.2593  C19 1.090
26 H 2.7278 2.1866 -1.0891  C19 1.091
27 H 2.5402 2.0989 1.4644  C18 1.093
28 H 4.2900 2.3577 1.5258  C18 1.091
29 H 4.7191 0.2249 0.7861  N17 1.024
30 C 3.3662 -1.7428 0.1560  C16 1.424, C31 1.417, N36 1.392
31 C 2.4045 -2.7323 -0.1658  C30 1.417, N32 1.316, C35 1.439
32 N 2.5098 -4.0161 -0.4353  C31 1.316, O33 1.338
33 O 1.2682 -4.4573 -0.6684  N32 1.338, N34 1.334
34 N 0.3494 -3.4959 -0.5599  O33 1.334, C35 1.312
35 C 1.0060 -2.4040 -0.2490  C14 1.429, C31 1.439, N34 1.312
36 N 4.7113 -2.1026 0.1636  C30 1.392, O37 1.216, O38 1.243
37 O 5.0158 -3.2536 -0.0853  N36 1.216
38 O 5.5676 -1.2347 0.4067  N36 1.243
39 H 1.1801 0.8727 0.4828  C15 1.076
40 H -1.3702 -1.6177 -0.3772  N13 1.008
41 H -1.1428 0.8040 1.1049  C12 1.099
42 H -1.0645 1.1701 -0.6324  C12 1.097
43 H -3.1388 1.5925 -1.6777  C6 1.080
44 H -5.5844 1.2955 -1.8159  C5 1.078
45 H -7.4487 -2.0029 0.4665  C1 1.095
46 H -8.8020 -0.8751 0.2095  C1 1.089

The total energy is -35620.1472 eV. As for the spin multiplicity: 1. As for the HOMO-LUMO gap: 7.91 eV. Its SMILES is COc1ccc(CNc2cc(NCCCO)c([N+](=O)[O-])c3nonc23)cc1. The energy above the lowest of the compared OMol25 structures with the same formula, charge and spin comes out at 597.48 kJ/mol.